# 1
{
  "formula": "C52H125N7O11",
  "method": "ωB97M-V/def2-TZVPD",
  "elements": ["C", "C", "C", "C", "C", "C", "C", "C", "C", "N", "O", "H", "H", "H", "H", "H", "H", "H", "H", "H", "H", "H", "H", "H", "H", "H", "H", "H", "H", "H", "C", "C", "C", "C", "C", "C", "C", "C", "C", "N", "O", "H", "H", "H", "H", "H", "H", "H", "H", "H", "H", "H", "H", "H", "H", "H", "H", "H", "H", "H", "C", "C", "C", "C", "C", "C", "C", "C", "C", "N", "O", "H", "H", "H", "H", "H", "H", "H", "H", "H", "H", "H", "H", "H", "H", "H", "H", "H", "H", "H", "C", "C", "C", "C", "C", "C", "C", "C", "C", "N", "O", "H", "H", "H", "H", "H", "H", "H", "H", "H", "H", "H", "H", "H", "H", "H", "H", "H", "H", "H", "C", "O", "C", "C", "C", "N", "H", "H", "H", "H", "H", "H", "H", "H", "H", "H", "H", "C", "O", "C", "C", "C", "N", "H", "H", "H", "H", "H", "H", "H", "H", "H", "H", "H", "C", "O", "C", "C", "C", "N", "H", "H", "H", "H", "H", "H", "H", "H", "H", "H", "H", "C", "O", "H", "H", "H", "H", "C", "O", "H", "H", "H", "H", "C", "O", "H", "H", "H", "H", "C", "O", "H", "H", "H", "H"],
  "positions_angstrom": [[5.88, 6.54, -9.01], [7.50, 6.39, -9.09], [8.10, 6.69, -7.66], [7.72, 4.84, -9.34], [9.26, 4.57, -9.59], [9.84, 5.44, -10.70], [9.41, 6.99, -10.64], [10.48, 7.73, -9.78], [9.39, 7.54, -12.06], [8.02, 7.12, -10.18], [7.63, 8.48, -9.99], [5.55, 7.58, -8.93], [5.46, 6.16, -9.94], [5.31, 5.95, -8.29], [9.11, 6.27, -7.61], [8.07, 7.78, -7.62], [7.56, 6.15, -6.89], [7.06, 4.27, -8.69], [7.23, 4.63, -10.29], [9.73, 4.43, -8.61], [9.29, 3.58, -10.05], [9.46, 5.10, -11.66], [10.93, 5.55, -10.73], [10.69, 7.15, -8.88], [10.10, 8.74, -9.63], [11.42, 7.82, -10.31], [9.15, 8.59, -12.21], [8.61, 7.09, -12.68], [10.36, 7.43, -12.55], [6.73, 8.45, -10.33], [-1.25, -11.98, -2.08], [-2.03, -11.77, -0.84], [-3.22, -12.69, -0.75], [-1.07, -12.07, 0.30], [-1.60, -11.70, 1.80], [-1.72, -10.20, 1.82], [-2.59, -9.66, 0.64], [-4.08, -9.55, 1.05], [-2.08, -8.20, 0.41], [-2.33, -10.35, -0.68], [-3.08, -9.86, -1.71], [-1.86, -12.03, -2.98], [-0.47, -11.22, -2.20], [-0.71, -12.92, -1.97], [-3.95, -12.69, -1.55], [-2.91, -13.73, -0.67], [-3.87, -12.53, 0.11], [-0.76, -13.11, 0.31], [-0.15, -11.52, 0.10], [-2.54, -12.18, 2.09], [-0.99, -12.14, 2.59], [-0.68, -9.86, 1.83], [-2.16, -9.97, 2.79], [-4.26, -8.90, 1.90], [-4.58, -10.50, 1.22], [-4.74, -9.04, 0.34], [-1.94, -7.67, 1.35], [-2.73, -7.83, -0.38], [-1.09, -8.18, -0.04], [-2.53, -9.14, -2.03], [4.34, 6.31, 8.85], [4.34, 4.73, 8.69], [4.65, 4.38, 7.20], [5.57, 4.05, 9.45], [5.46, 3.92, 10.94], [4.06, 3.17, 11.18], [2.82, 3.80, 10.51], [1.71, 2.70, 10.61], [2.31, 5.09, 11.27], [3.04, 4.01, 9.01], [1.99, 4.48, 8.28], [5.10, 6.78, 8.24], [3.30, 6.61, 8.74], [4.61, 6.74, 9.81], [4.67, 3.29, 7.18], [3.80, 4.62, 6.57], [5.56, 4.84, 6.81], [5.81, 3.11, 8.94], [6.52, 4.56, 9.25], [6.31, 3.42, 11.40], [5.47, 4.93, 11.34], [4.13, 2.94, 12.25], [4.14, 2.13, 10.85], [0.70, 3.09, 10.49], [1.77, 1.98, 11.43], [1.97, 2.01, 9.80], [1.43, 5.52, 10.78], [3.08, 5.86, 11.22], [2.28, 4.93, 12.35], [1.51, 3.68, 8.05], [0.53, -0.73, 0.80], [1.13, 0.59, 0.33], [1.42, 1.63, 1.55], [2.53, 0.24, -0.26], [3.06, 1.34, -1.24], [2.03, 1.54, -2.32], [0.68, 2.08, -1.86], [0.91, 3.54, -1.42], [-0.31, 2.00, -3.01], [0.21, 1.15, -0.74], [-1.00, 1.49, -0.14], [1.17, -1.34, 1.45], [-0.38, -0.50, 1.35], [0.07, -1.39, 0.06], [2.11, 1.21, 2.28], [1.86, 2.59, 1.30], [0.44, 1.86, 1.97], [3.23, 0.24, 0.58], [2.52, -0.77, -0.65], [3.15, 2.26, -0.67], [4.06, 1.11, -1.63], [1.92, 0.62, -2.90], [2.28, 2.25, -3.11], [1.06, 4.22, -2.26], [1.68, 3.67, -0.65], [-0.06, 3.85, -1.05], [0.23, 2.22, -3.93], [-1.15, 2.67, -2.84], [-0.73, 1.01, -3.18], [-1.59, 0.76, -0.33], [-9.68, -4.62, 1.22], [-8.69, -4.00, 2.04], [-8.98, -4.07, 3.38], [-7.99, -3.33, 4.28], [-6.64, -4.06, 4.34], [-8.45, -3.23, 5.61], [-9.91, -5.67, 1.43], [-9.37, -4.66, 0.18], [-10.68, -4.20, 1.31], [-9.94, -3.59, 3.56], [-9.22, -5.10, 3.65], [-7.86, -2.26, 4.09], [-6.06, -3.61, 5.14], [-6.14, -3.75, 3.42], [-6.64, -5.15, 4.43], [-9.44, -3.12, 5.77], [-8.14, -4.04, 6.12], [-1.14, -4.41, -4.61], [-2.45, -4.98, -4.68], [-3.51, -4.08, -4.70], [-4.82, -4.78, -5.22], [-4.52, -5.87, -6.31], [-5.81, -3.84, -5.77], [-0.52, -4.86, -5.39], [-0.70, -4.57, -3.63], [-1.19, -3.37, -4.92], [-3.54, -3.72, -3.67], [-3.24, -3.28, -5.39], [-5.42, -5.26, -4.45], [-4.85, -5.61, -7.32], [-5.26, -6.63, -6.09], [-3.64, -6.50, -6.30], [-6.49, -4.34, -6.32], [-5.36, -3.15, -6.36], [-11.60, 0.76, -0.63], [-10.25, 0.59, -0.98], [-9.28, 1.24, -0.10], [-7.89, 1.08, -0.68], [-7.82, 1.76, -2.09], [-7.37, -0.25, -0.75], [-11.98, 0.07, -1.39], [-12.05, 1.75, -0.75], [-11.73, 0.44, 0.40], [-9.60, 2.25, 0.15], [-9.24, 0.60, 0.78], [-7.25, 1.75, -0.11], [-6.77, 1.95, -2.33], [-8.43, 2.64, -2.23], [-8.22, 0.95, -2.72], [-7.90, -0.82, -0.11], [-7.82, -0.55, -1.61], [0.93, 11.05, -0.13], [1.04, 10.01, 0.87], [0.12, 11.74, 0.12], [1.91, 11.51, -0.22], [0.85, 10.63, -1.13], [0.19, 9.55, 0.86], [-2.19, 5.98, 3.40], [-1.81, 7.07, 4.12], [-1.34, 5.41, 3.02], [-2.67, 5.26, 4.06], [-2.80, 6.07, 2.50], [-1.35, 6.77, 4.90], [9.42, -2.50, 1.16], [9.92, -1.90, -0.03], [10.14, -2.63, 1.98], [8.54, -2.00, 1.56], [9.15, -3.51, 0.87], [10.86, -2.05, 0.07], [-4.04, 0.78, 6.59], [-2.59, 0.78, 6.92], [-4.10, 0.27, 5.63], [-4.66, 0.41, 7.41], [-4.43, 1.79, 6.51], [-2.24, 0.08, 7.47]],
  "total_charge": 0,
  "total_energy_ha": -3266.60766,
  "homo_lumo_gap_ev": 8.31,
  "smiles": "CC1(C)CCCC(C)(C)N1O.CC1(C)CCCC(C)(C)N1O.CC1(C)CCCC(C)(C)N1O.CC1(C)CCCC(C)(C)N1O.COC[C@H](C)N.COC[C@H](C)N.COC[C@H](C)N.CO.CO.CO.CO",
  "spin_multiplicity": 1
}

***

# 2
{
  "formula": "C9H10N2O3S",
  "method": "ωB97M-V/def2-TZVPD",
  "elements": ["C", "N", "C", "O", "S", "O", "O", "N", "C", "C", "C", "C", "C", "C", "C", "H", "H", "H", "H", "H", "H", "H", "H", "H", "H"],
  "positions_angstrom": [[-0.50, -0.11, -2.93], [-0.81, -0.25, -1.48], [-2.05, -0.69, -1.30], [-3.03, -1.01, -1.90], [-1.83, -0.97, 0.81], [-2.68, -0.09, 1.57], [-2.05, -2.39, 0.95], [-0.26, -0.64, 1.73], [0.23, -1.83, 2.40], [0.47, 0.14, 0.84], [1.50, 0.87, 1.53], [2.24, 1.72, 0.71], [1.61, 2.25, -0.45], [0.45, 1.69, -0.94], [0.03, 0.43, -0.51], [-1.42, -0.28, -3.49], [-0.03, 0.79, -3.29], [0.20, -0.99, -3.12], [0.62, -1.77, 3.44], [-0.57, -2.53, 2.58], [0.99, -2.56, 1.86], [1.77, 0.69, 2.51], [3.11, 2.13, 1.16], [2.03, 3.19, -1.00], [-0.01, 2.20, -1.70]],
  "total_charge": 0,
  "total_energy_ha": -1082.22123,
  "homo_lumo_gap_ev": 8.37,
  "smiles": "CN1C(=O)S(=O)(=O)N(C)c2ccccc21",
  "spin_multiplicity": 1
}

***

# 3
{
  "formula": "C14H16Br3F5INO3P",
  "method": "ωB97M-V/def2-TZVPD",
  "elements": ["N", "C", "C", "C", "O", "P", "C", "C", "O", "I", "C", "F", "F", "C", "C", "C", "C", "C", "C", "F", "F", "F", "C", "O", "H", "H", "H", "H", "H", "H", "H", "H", "H", "H", "H", "H", "H", "H", "H", "C", "Br", "Br", "Br", "H"],
  "positions_angstrom": [[-2.47, 4.12, -1.44], [-2.97, 2.84, -1.99], [-2.03, 1.70, -1.66], [-2.59, 0.30, -1.80], [-1.46, -0.54, -1.64], [0.04, 0.27, -1.96], [1.66, 1.18, -2.54], [2.07, 2.28, -1.63], [1.94, 3.42, -1.85], [2.88, 1.80, 0.35], [0.92, -1.30, -1.26], [0.87, -2.29, -2.22], [2.27, -1.12, -1.05], [0.37, -1.92, 0.01], [-0.26, -1.22, 1.03], [-0.71, -1.86, 2.18], [-0.53, -3.22, 2.35], [0.13, -3.92, 1.35], [0.33, -5.40, 1.54], [1.23, -5.92, 0.71], [0.75, -5.69, 2.79], [-0.80, -6.10, 1.37], [0.57, -3.29, 0.19], [-0.88, 1.71, -2.41], [-1.71, 3.96, -0.80], [-3.20, 4.59, -0.91], [-3.02, 2.96, -3.07], [-3.95, 2.62, -1.56], [-1.86, 1.79, -0.57], [-3.29, 0.06, -1.01], [-3.00, 0.11, -2.80], [0.14, 0.86, -0.65], [-0.01, -0.27, -3.30], [2.46, 0.49, -2.76], [1.37, 1.69, -3.45], [-0.41, -0.16, 0.94], [-1.20, -1.29, 2.95], [-0.88, -3.71, 3.24], [1.07, -3.87, -0.57], [3.21, 2.96, 4.69], [1.50, 2.24, 5.20], [4.16, 3.67, 6.21], [4.26, 1.68, 3.73], [3.02, 3.79, 4.02]],
  "total_charge": -1,
  "total_energy_ha": -9684.03237,
  "homo_lumo_gap_ev": 7.18,
  "spin_multiplicity": 1
}

***

# 4
{
  "formula": "C6H24N2O5",
  "method": "ωB97M-V/def2-TZVPD",
  "elements": ["C", "C", "C", "C", "N", "C", "C", "N", "H", "H", "H", "H", "H", "H", "H", "H", "H", "H", "H", "H", "H", "H", "O", "H", "H", "O", "H", "H", "O", "H", "H", "O", "H", "H", "O", "H", "H"],
  "positions_angstrom": [[0.96, 3.49, 0.25], [0.13, 2.20, 0.25], [0.65, 1.26, 1.30], [-0.12, 0.76, 2.26], [-1.50, 1.21, 2.39], [2.09, 0.77, 1.13], [2.37, 0.31, -0.35], [3.11, -0.95, -0.51], [2.02, 3.25, 0.36], [0.68, 4.24, 1.01], [0.79, 4.20, -0.59], [0.32, 1.88, -0.78], [-0.96, 2.32, 0.22], [0.27, 0.39, 3.22], [-2.02, 0.68, 1.68], [-1.87, 0.92, 3.28], [2.12, -0.19, 1.69], [2.71, 1.64, 1.27], [1.42, 0.27, -0.86], [2.96, 1.09, -0.86], [3.92, -0.94, 0.10], [2.49, -1.65, -0.10], [-3.22, 0.55, -0.85], [-3.92, -0.04, -0.63], [-2.96, 0.89, -1.70], [-0.49, -3.62, 0.17], [-0.35, -3.72, -0.78], [0.28, -3.04, 0.28], [-0.91, -2.53, -2.31], [-0.93, -1.93, -3.06], [-1.72, -2.67, -1.84], [-2.48, -2.29, 1.38], [-1.89, -3.04, 1.45], [-2.54, -1.97, 0.48], [0.89, 0.57, -3.37], [1.33, -0.25, -3.13], [1.44, 1.29, -3.04]],
  "total_charge": 0,
  "total_energy_ha": -728.62858,
  "homo_lumo_gap_ev": 8.15,
  "smiles": "CC/C(=C\\N)CCN.O.O.O.O.O",
  "spin_multiplicity": 1
}